Record 1
C24H31ClF3NO4PPdSi2 | ωB97M-V/def2-TZVPD

```
68
Properties=species:S:1:pos:R:3:forces:R:3
Pd -0.191 0.575 -0.536 0.136 -0.071 0.199
C 2.443 -1.862 -1.405 -0.109 0.026 -0.193
Si 1.938 -0.377 -0.331 -0.463 -0.059 0.950
C 3.466 0.726 -0.600 -0.096 0.149 -0.103
C 2.074 -1.035 1.463 0.332 -0.106 -0.097
C 3.186 -1.746 1.933 -0.035 0.025 0.033
C 3.240 -2.236 3.230 -0.004 0.022 -0.026
C 2.167 -2.023 4.091 -0.048 0.002 -0.033
C 1.061 -1.319 3.640 0.062 -0.019 -0.064
C 0.999 -0.817 2.331 -0.197 0.011 0.481
Si -0.501 0.175 1.709 1.152 -0.607 -0.575
C -0.682 1.678 2.834 -0.137 0.176 -0.145
C -2.052 -0.832 2.038 -0.181 0.077 -0.026
H 3.412 -2.236 -1.060 -0.009 0.031 -0.002
H 2.559 -1.556 -2.450 0.011 -0.037 0.011
H 1.734 -2.688 -1.374 0.021 0.008 -0.022
H 4.375 0.125 -0.500 -0.023 -0.009 -0.020
H 3.534 1.559 0.097 0.014 -0.021 0.008
H 3.448 1.148 -1.610 0.044 -0.017 0.019
H 4.028 -1.925 1.270 -0.005 0.000 0.013
H 4.111 -2.784 3.572 -0.007 -0.002 -0.003
H 2.194 -2.414 5.102 0.008 0.013 0.000
H 0.223 -1.164 4.315 0.027 0.006 0.009
H -0.836 1.343 3.864 -0.027 -0.017 -0.020
H -1.550 2.269 2.528 0.006 -0.006 0.047
H 0.185 2.333 2.815 -0.003 -0.007 0.063
H -2.112 -1.112 3.095 0.009 0.032 -0.009
H -2.083 -1.736 1.434 -0.009 -0.022 0.055
H -2.934 -0.235 1.790 -0.008 -0.050 0.006
F 1.867 7.824 0.615 -0.045 0.049 0.013
C 2.746 6.814 0.745 -0.093 -0.136 -0.013
F 3.735 7.052 -0.137 0.076 0.015 -0.063
F 3.287 6.912 1.970 0.004 0.014 0.049
C 2.103 5.475 0.505 0.090 0.029 0.013
C 2.369 4.398 1.327 0.000 -0.140 0.122
C 1.777 3.178 1.018 0.191 0.046 0.083
N 0.976 2.993 -0.019 0.058 0.635 -0.110
C 0.739 4.035 -0.810 -0.058 0.124 -0.099
C 1.276 5.297 -0.590 -0.076 -0.011 -0.144
H 3.018 4.495 2.186 -0.006 -0.020 -0.002
H 1.978 2.299 1.625 -0.023 0.031 0.011
H 0.096 3.846 -1.663 -0.032 0.005 0.038
H 1.059 6.117 -1.262 -0.034 -0.028 -0.004
O -2.146 2.044 -0.806 0.030 -0.342 -0.413
Cl -2.197 1.751 -2.247 -0.163 0.471 -0.247
O -2.891 0.519 -2.485 -0.021 0.091 -0.049
O -2.856 2.820 -2.938 0.227 0.047 0.159
O -0.803 1.644 -2.709 -0.334 -0.137 0.187
C -0.642 -3.141 -0.371 0.084 0.054 -0.018
P -1.464 -1.744 -1.271 -0.471 -0.412 -0.187
C -0.638 -1.793 -2.926 0.016 0.028 0.095
C -2.990 -2.711 -1.748 0.093 -0.019 0.029
C -2.940 -3.958 -2.373 -0.064 -0.006 -0.012
C -4.098 -4.673 -2.642 0.021 0.024 0.023
C -5.336 -4.150 -2.285 0.045 -0.015 -0.012
C -5.403 -2.908 -1.674 -0.008 0.000 0.030
C -4.238 -2.195 -1.409 0.019 0.044 -0.016
H -0.237 -3.897 -1.048 -0.019 -0.007 0.021
H -1.383 -3.619 0.270 0.011 0.018 0.022
H 0.163 -2.761 0.260 -0.004 -0.017 0.000
H -0.198 -2.768 -3.144 -0.020 0.002 -0.031
H 0.137 -1.029 -2.978 0.037 -0.033 -0.007
H -1.395 -1.555 -3.673 0.020 0.040 -0.010
H -1.982 -4.385 -2.651 0.000 0.017 0.005
H -4.034 -5.642 -3.123 -0.014 0.006 0.000
H -6.241 -4.712 -2.482 -0.001 0.016 -0.014
H -6.364 -2.492 -1.395 0.010 0.012 -0.015
H -4.287 -1.216 -0.947 -0.009 -0.023 0.011
```
Positions in Å, forces in eV/Å.

Computed properties:
**Charge**: -1
**HOMO energy**: -3.65 eV
**Orbital gap**: 6.30 eV
**Lowest unoccupied orbital energy**: 2.6 eV

=====

Record 2
C11H15N | ωB97M-V/def2-TZVPD

```
27
Properties=species:S:1:pos:R:3:forces:R:3
C 2.899 -0.478 -0.234 -0.446 -0.794 0.193
C 0.068 0.976 1.801 0.826 0.269 -1.308
C 0.633 -0.160 1.137 -0.021 1.175 0.230
C 1.925 0.251 0.630 -0.236 0.798 -0.183
C 2.062 1.567 0.964 -0.038 0.314 1.266
C -1.237 1.012 2.202 -1.797 -1.393 0.703
C -2.063 -0.107 1.894 0.868 0.700 0.675
C -0.144 -1.290 1.025 -0.505 -0.856 0.798
C -1.498 -1.274 1.416 1.056 0.370 -1.679
N 0.961 2.033 1.674 -0.252 -1.179 0.303
H 0.824 2.925 2.118 0.285 -0.087 -0.206
H -1.596 1.755 2.898 -0.241 0.547 -0.463
H 2.938 2.195 0.994 0.096 0.001 -0.652
H -3.133 -0.122 2.038 -0.030 0.383 0.395
H 0.324 -2.217 0.727 -0.149 -0.102 -0.504
H 2.858 -0.201 -1.292 0.110 0.359 0.198
H 2.639 -1.542 -0.246 0.340 0.017 0.224
H -2.139 -2.044 1.010 -0.024 -0.392 0.578
H 3.893 -0.334 0.185 0.189 -0.206 -0.355
C -1.592 -0.614 -3.223 0.265 -0.479 -1.586
C -0.991 -0.062 -1.937 0.552 -0.298 -0.701
H -2.586 -0.266 -3.501 -0.257 -0.096 0.663
H -1.072 -0.404 -4.164 0.550 0.345 0.289
H -1.579 -1.711 -3.222 -0.393 0.163 0.177
H -1.673 0.672 -1.513 0.230 -0.309 0.659
H -0.728 -0.936 -1.352 -0.745 0.298 0.800
H 0.007 0.377 -2.028 -0.231 0.454 -0.515
```
Positions in Å, forces in eV/Å.

Computed properties:
**Charge**: 0
**HOMO energy**: -7.67 eV
**Orbital gap**: 8.62 eV
**Lowest unoccupied orbital energy**: 1.0 eV
**SMILES**: Cc1c[nH]c2ccccc12.CC
**Energy relative to the best compared isomer or geometry (same formula, charge and spin)**: 26.4 kcal per mole

=====

Record 3
C5H7NO | ωB97M-V/def2-TZVPD

```
14
Properties=species:S:1:pos:R:3:forces:R:3
C 1.066 1.593 0.871 -1.220 0.015 0.766
C 0.363 -0.069 -0.885 -0.719 -0.401 -0.805
C 0.856 -1.225 -1.502 -0.008 -1.195 -0.824
N 1.323 -2.184 -1.956 -0.265 0.573 0.243
C -0.540 -0.056 0.128 0.617 -0.249 -0.650
O -0.422 1.002 0.931 1.694 0.672 -0.680
C -1.633 -1.087 0.257 0.169 0.144 0.218
H 1.590 0.956 1.583 -0.145 0.269 0.169
H 1.746 1.696 -0.014 -1.572 -0.419 0.373
H 0.816 2.579 1.212 0.305 0.355 0.575
H 0.553 0.890 -1.344 0.737 -0.155 0.213
H -2.141 -1.121 1.221 0.226 0.101 0.001
H -1.195 -2.068 0.027 -0.064 0.219 0.120
H -2.382 -0.905 -0.529 0.245 0.072 0.279
```
Positions in Å, forces in eV/Å.

Computed properties:
**Charge**: 0
**HOMO energy**: -8.61 eV
**Orbital gap**: 9.16 eV
**Lowest unoccupied orbital energy**: 0.6 eV
**SMILES**: CO/C(C)=C/C#N
**Energy relative to the best compared isomer or geometry (same formula, charge and spin)**: 66.7 kcal per mole

=====

Record 4
C37H32AlAsN8O6S | ωB97M-V/def2-TZVPD

```
86
Properties=species:S:1:pos:R:3:forces:R:3
Al 0.506 0.002 0.606 -0.049 -0.634 -0.222
C -0.734 -2.892 6.507 0.011 -0.001 -0.018
C -0.414 -2.687 5.050 0.021 0.012 0.003
C 0.756 -3.186 4.478 -0.002 -0.003 0.014
C 1.073 -2.948 3.155 0.051 -0.058 0.072
C 0.228 -2.225 2.309 0.049 0.062 -0.121
N 0.564 -1.912 0.984 0.024 0.217 0.115
C 1.202 -2.897 0.251 0.015 0.077 -0.044
C 0.889 -4.255 0.461 -0.062 -0.083 0.006
C 1.488 -5.285 -0.225 -0.026 -0.023 -0.007
C 2.463 -5.029 -1.188 0.015 -0.011 0.012
C 3.145 -6.145 -1.935 0.011 0.026 0.017
C 2.766 -3.705 -1.433 -0.034 0.028 -0.040
C 2.135 -2.648 -0.770 0.055 0.220 -0.102
N 2.514 -1.318 -1.178 -0.067 -0.056 0.104
C 3.287 -0.986 -2.234 0.002 -0.063 0.052
C 3.533 0.364 -2.186 0.014 0.036 0.042
C 2.847 0.808 -1.054 0.023 0.039 -0.028
N 2.223 -0.203 -0.463 -0.074 -0.078 0.022
C -0.947 -1.742 2.894 -0.184 0.186 -0.152
C -1.249 -1.943 4.233 -0.045 -0.031 0.034
N -1.873 -0.985 2.105 0.217 -0.034 -0.014
C -3.216 -0.963 2.183 0.019 -0.065 0.027
C -3.674 -0.015 1.295 0.004 0.016 -0.024
C -2.521 0.507 0.701 -0.014 0.078 -0.028
N -1.441 -0.086 1.196 -0.039 -0.054 0.303
H -0.079 -3.643 6.948 0.001 0.002 -0.004
H -1.764 -3.221 6.648 0.001 0.006 -0.011
H -0.604 -1.966 7.072 0.001 -0.005 -0.010
H 1.448 -3.752 5.092 -0.017 0.011 -0.006
H 2.006 -3.323 2.751 -0.028 0.021 0.021
H 0.136 -4.483 1.205 0.029 -0.004 -0.029
H 1.197 -6.307 -0.010 0.009 0.022 0.002
H 3.425 -6.956 -1.262 -0.003 0.019 -0.005
H 4.051 -5.792 -2.429 -0.013 -0.005 0.004
H 2.493 -6.569 -2.702 -0.009 0.017 0.014
H 3.543 -3.489 -2.152 -0.015 -0.027 -0.011
H 3.609 -1.720 -2.948 0.027 0.018 0.000
H 4.113 0.949 -2.877 -0.022 -0.014 0.015
H 2.734 1.807 -0.669 -0.052 0.022 0.025
H -2.147 -1.493 4.641 0.026 -0.011 -0.001
H -3.739 -1.626 2.852 0.015 0.016 -0.012
H -4.697 0.255 1.100 0.026 0.005 0.005
H -2.409 1.277 -0.051 -0.021 -0.045 0.038
O 0.087 2.381 3.634 0.168 -0.017 -0.101
As 1.701 1.830 3.091 -0.205 -0.062 -0.151
O 1.948 3.049 1.684 -0.049 0.048 0.039
O 1.278 0.469 2.155 0.013 0.144 -0.002
C 1.156 4.143 1.584 -0.085 -0.131 -0.028
C 1.314 5.207 2.470 0.004 0.043 0.003
C 0.502 6.322 2.391 -0.012 0.026 0.013
C -0.496 6.405 1.427 -0.001 0.052 0.028
C -0.667 5.361 0.538 0.139 -0.076 0.036
C 0.155 4.237 0.609 -0.066 0.142 0.014
S -0.079 3.019 -0.643 0.129 -0.211 0.355
O -1.452 3.118 -1.083 0.840 -0.204 0.755
O 0.937 3.214 -1.648 -0.023 0.038 -0.140
O 0.135 1.714 0.063 -0.023 0.226 -0.077
H -0.575 2.217 2.948 -0.031 -0.003 -0.015
H 2.085 5.133 3.226 -0.001 -0.011 -0.002
H 0.641 7.133 3.095 0.005 -0.011 -0.010
H -1.136 7.275 1.372 0.001 -0.008 0.006
H -1.439 5.392 -0.218 -0.026 -0.006 0.001
C -1.540 -2.144 -2.776 0.001 0.039 0.040
C -1.080 -1.712 -1.545 -0.015 0.144 -0.097
N -0.382 -0.580 -1.399 0.021 -0.146 0.180
C -0.158 0.165 -2.481 0.228 0.112 0.329
C -0.603 -0.171 -3.743 -0.099 -0.126 -0.358
C -1.289 -1.366 -3.895 0.009 -0.031 -0.002
C -0.321 0.759 -4.859 0.167 -0.222 -0.022
C -0.783 1.999 -4.929 -0.110 0.247 0.089
C -1.756 2.601 -3.988 -0.031 -0.014 -0.104
C -1.769 3.969 -3.761 -0.024 0.067 -0.192
C -2.734 4.458 -2.902 -0.337 -0.117 -0.135
N -3.632 3.672 -2.311 -0.173 0.051 -0.376
C -3.521 2.376 -2.587 -0.023 0.212 -0.233
N -2.642 1.795 -3.394 -0.183 0.081 0.002
H -2.094 -3.070 -2.847 0.009 0.002 -0.005
H -1.261 -2.277 -0.641 0.021 -0.024 0.034
H 0.405 1.082 -2.343 -0.016 -0.090 -0.013
H -1.651 -1.665 -4.872 0.002 -0.009 0.018
H 0.369 0.413 -5.623 -0.065 -0.002 -0.003
H -0.430 2.644 -5.727 -0.036 0.000 0.016
H -1.044 4.622 -4.227 -0.013 -0.004 0.003
H -2.797 5.518 -2.682 0.001 0.029 0.014
H -4.247 1.720 -2.118 0.000 -0.032 0.037
```
Positions in Å, forces in eV/Å.

Computed properties:
**Charge**: 0
**HOMO energy**: -7.20 eV
**Orbital gap**: 7.51 eV
**Lowest unoccupied orbital energy**: 0.3 eV
**Energy relative to the best compared isomer or geometry (same formula, charge and spin)**: 13.2 kcal per mole

=====

Record 5
C23H35AgN5O3SSe2 | ωB97M-V/def2-TZVPD

```
70
Properties=species:S:1:pos:R:3:forces:R:3
Ag 0.945 -1.256 1.365 0.144 -0.196 0.222
O -0.886 -5.574 2.037 -0.549 -0.457 0.691
C -0.240 -5.879 0.827 -2.302 -0.736 -0.051
C 0.208 -4.680 0.067 1.740 -0.141 -0.485
C 0.689 -5.293 -1.311 -3.089 2.094 0.178
O 1.491 -4.402 -1.991 2.351 -1.833 -1.387
C 1.561 -4.247 0.644 0.322 0.387 1.623
Se 1.595 -3.407 2.532 -0.220 -0.125 -0.921
C -0.899 -3.566 -0.019 1.232 -0.979 -0.107
Se -0.233 -1.939 -0.927 -0.385 0.124 0.067
H -0.397 -4.920 2.551 0.564 0.225 -0.066
H -1.096 -6.314 0.230 0.935 -0.197 0.310
H 0.556 -6.645 0.964 -0.264 0.477 -0.153
H -0.250 -5.442 -1.909 0.556 -0.530 0.342
H 1.209 -6.203 -1.127 0.486 -0.776 -0.046
H 1.108 -3.550 -2.006 -1.170 1.765 0.282
H 1.993 -3.495 0.002 0.292 -0.037 0.068
H 2.251 -5.123 0.738 -0.608 0.663 -0.304
H -1.332 -3.465 0.967 0.343 0.688 0.339
H -1.733 -3.909 -0.594 -0.416 -0.526 -0.723
C -0.144 -0.765 -4.850 1.615 -0.680 1.016
N 0.958 -0.184 -4.006 -2.410 0.093 -1.821
C 1.942 -0.798 -3.244 -0.390 -0.150 -0.362
C 2.592 0.214 -2.640 -0.878 -1.168 -0.570
N 1.959 1.383 -2.975 -0.085 0.127 -0.363
C 0.939 1.177 -3.923 2.030 -1.187 1.702
S -0.012 2.254 -4.746 -0.259 0.653 0.202
C 2.516 2.628 -2.663 -1.102 1.447 -0.461
C 2.371 3.185 -1.380 0.137 -0.421 -0.007
C 2.680 4.508 -1.147 -0.688 -0.732 0.044
C 3.075 5.170 -2.272 1.726 2.448 -0.614
C 3.243 4.589 -3.508 -0.505 -1.956 -0.603
N 2.902 3.287 -3.743 0.933 1.619 0.926
H -0.971 -0.976 -4.207 -0.373 -0.908 0.694
H 0.268 -1.639 -5.378 -0.534 0.378 0.142
H -0.568 0.012 -5.455 0.579 0.319 -0.808
H 2.048 -1.888 -3.178 0.002 0.864 -0.151
H 3.490 0.147 -2.106 0.811 0.261 0.931
H 1.989 2.581 -0.599 -0.322 -0.665 0.582
H 2.520 5.033 -0.188 0.230 -0.604 -0.615
H 3.439 6.194 -2.161 -0.359 -0.031 -0.160
H 3.633 5.081 -4.397 -0.122 0.331 0.425
C -1.865 3.165 -0.586 1.519 0.177 1.816
C -0.753 2.581 0.317 0.073 -0.602 -0.763
C -0.238 3.011 1.527 -0.873 0.452 0.264
C 0.576 1.955 2.016 0.596 0.600 -0.099
N 0.649 0.982 1.138 -0.954 0.252 -1.119
N -0.155 1.366 0.086 -0.442 -0.039 0.195
C 1.397 1.936 3.284 -1.131 1.667 -0.712
H -1.919 4.259 -0.585 0.134 -0.305 0.278
H -2.775 2.738 -0.265 -1.303 -0.154 0.827
H -1.838 2.843 -1.574 0.803 -0.559 -1.963
H -0.574 3.932 2.032 0.502 -0.646 -0.236
H -0.400 0.629 -0.612 0.227 0.615 0.738
H 0.864 1.361 4.030 0.446 -0.563 0.230
H 1.291 2.995 3.615 0.704 -0.649 0.160
H 2.436 1.664 3.068 -0.375 -0.128 0.440
C -2.507 0.261 3.787 -0.609 -0.282 -2.021
C -3.358 0.936 2.646 -0.231 -1.323 -0.310
C -4.529 1.583 3.402 0.695 0.902 -0.241
O -4.485 1.166 4.751 0.955 -0.562 -0.492
C -3.069 0.975 4.961 -0.912 0.007 2.222
H -1.447 0.371 3.634 0.437 0.455 0.039
H -2.654 -0.828 3.705 -0.310 0.393 0.703
H -3.747 0.226 1.915 -0.040 -0.588 0.384
H -2.797 1.554 1.964 0.348 0.950 0.424
H -5.493 1.367 2.992 -0.569 -0.196 -0.229
H -4.367 2.657 3.397 -0.216 0.525 -0.126
H -3.025 0.471 5.921 0.275 -0.413 0.074
H -2.625 1.958 5.158 0.254 0.089 -0.488
```
Positions in Å, forces in eV/Å.

Computed properties:
**Charge**: -1
**HOMO energy**: -4.06 eV
**Orbital gap**: 6.34 eV
**Lowest unoccupied orbital energy**: 2.3 eV
**Energy relative to the best compared isomer or geometry (same formula, charge and spin)**: 12.8 kcal per mole

=====

Record 6
C6H14 | ωB97M-V/def2-TZVPD

```
20
Properties=species:S:1:pos:R:3:forces:R:3
C -1.768 1.296 -1.638 -0.063 0.029 -0.037
C -0.527 0.727 -0.957 0.047 0.011 0.049
C 1.285 -1.205 1.268 -0.070 0.273 0.268
C -0.173 -0.672 -1.460 -0.014 -0.011 -0.019
C 2.047 0.064 1.275 -0.064 -0.010 -0.087
C 0.011 -1.114 2.020 0.010 0.029 -0.087
H -2.643 0.669 -1.429 0.098 0.076 -0.039
H -1.643 1.333 -2.726 0.002 0.002 0.132
H -1.990 2.309 -1.288 0.026 -0.135 -0.059
H 0.327 1.399 -1.118 -0.115 -0.080 0.005
H -0.700 0.714 0.127 0.044 -0.040 -0.166
H 0.083 -0.639 -2.525 -0.037 -0.023 0.120
H 0.680 -1.116 -0.929 -0.141 0.086 -0.103
H -1.017 -1.364 -1.344 0.087 0.127 -0.002
H 2.629 0.197 0.356 -0.032 -0.047 0.150
H 2.807 -0.119 2.057 -0.071 -0.034 -0.055
H 1.509 0.992 1.532 0.021 -0.159 -0.019
H -0.771 -1.720 1.548 0.132 0.030 0.093
H -0.376 -0.110 2.267 0.116 -0.126 -0.043
H 0.231 -1.641 2.965 0.023 0.002 -0.100
```
Positions in Å, forces in eV/Å.

Computed properties:
**Charge**: 0
**HOMO energy**: -8.18 eV
**Orbital gap**: 8.56 eV
**Lowest unoccupied orbital energy**: 0.4 eV
**Energy relative to the best compared isomer or geometry (same formula, charge and spin)**: 90.6 kcal per mole

=====

- Which of these has the lowest HOMO energy?
  C5H7NO

=====

- What is the lowest unoccupied orbital energy in the fourth record?
  0.3 eV